Record 1
# C27H32N8OSV

A structure of composition C27H32N8OSV (the ωB97M-V functional and the def2-TZVPD basis, the OMol25 dataset).

Positions of all 70 atoms, in Å:
V -0.4434 -0.2904 0.3264
N 3.2202 0.9488 -3.4322
C 2.3701 0.1237 -2.4799
C 3.2882 -0.6918 -1.5813
C 2.5058 -1.6580 -0.6780
N 1.7285 -0.9620 0.3872
C 1.5972 -2.5491 -1.5102
C 0.6767 -1.7711 -2.4436
N -0.4528 -1.1567 -1.6594
C 1.4451 -0.7634 -3.2973
H 3.8497 1.5722 -2.9205
H 2.6413 1.5351 -4.0394
H 3.7990 0.3563 -4.0355
H 1.8082 0.8454 -1.8920
H 3.9189 -0.0423 -0.9667
H 3.9621 -1.2961 -2.1968
H 3.2539 -2.2856 -0.1929
H 2.1568 -0.0559 0.5694
H 1.8472 -1.4796 1.2558
H 1.0098 -3.2034 -0.8601
H 2.2218 -3.2108 -2.1146
H 0.2164 -2.4696 -3.1449
H -1.0174 -1.9577 -1.3950
H -1.0492 -0.6185 -2.2871
H 0.7531 -0.1737 -3.9054
H 2.0446 -1.3609 -3.9932
N -1.2929 -1.0511 4.4140
C -0.5833 -0.1700 5.2845
C -0.9514 -0.0980 6.6137
C -0.2755 0.7665 7.4663
C 0.7489 1.5595 6.9792
C 1.1070 1.4931 5.6367
C 0.4452 0.6177 4.7961
S 0.9741 0.4982 3.1097
N -0.2835 -0.4448 2.3903
C -1.1628 -1.1014 3.0938
C -2.0846 -1.9689 2.3069
C -3.0829 -2.7324 2.8850
C -3.8792 -3.5345 2.0802
C -3.6565 -3.5262 0.7173
C -2.6537 -2.7134 0.2182
N -1.8639 -1.9479 0.9782
H -1.9951 -1.6208 4.8553
H -1.7599 -0.7134 6.9907
H -0.5567 0.8168 8.5085
H 1.2758 2.2347 7.6385
H 1.9070 2.1162 5.2570
H -3.2583 -2.7295 3.9509
H -4.6579 -4.1469 2.5146
H -4.2501 -4.1254 0.0415
H -2.5244 -2.6673 -0.8537
O 0.4354 1.2769 -0.2179
C 0.1320 2.5679 -0.4300
C 1.1881 3.4579 -0.6455
C 0.9442 4.7955 -0.8881
C -0.3660 5.2663 -0.9235
C -1.4088 4.3938 -0.7002
C -1.1845 3.0330 -0.4471
C -2.2920 2.1236 -0.1808
N -2.2445 0.8107 0.1047
C -3.5629 0.4145 0.3057
C -4.3875 1.4697 0.1360
N -3.5744 2.5291 -0.1696
H 2.2024 3.0833 -0.5571
H 1.7691 5.4807 -1.0313
H -0.5661 6.3119 -1.1081
H -2.4131 4.7962 -0.7199
H -3.8480 -0.5873 0.5632
H -5.4573 1.5585 0.2052
H -3.8911 3.4681 -0.3486

The spin multiplicity is 3. The lowest unoccupied orbital energy (spin up / spin down) comes out at -8.63 / -8.49 eV. As for the net charge: +3. For the HOMO energy (spin up / spin down), the calculation gives -0.554 / -0.555 hartree. The expectation value of S² is 2.01. The energy above the lowest of the compared OMol25 structures with the same formula, charge and spin comes out at 0.8 kcal per mole.

---

Record 2
# C4H8O

The molecule C4H8O (the ωB97M-V functional and the def2-TZVPD basis, the OMol25 dataset).

Positions of all 13 atoms, in Å:
O 1.1145 -0.3568 0.0588
C 1.8457 1.0516 0.6697
C -0.0589 -0.0163 -0.6705
C -1.2694 0.4548 0.0424
C -1.2362 -0.9267 -0.5797
H 0.9070 -1.0217 0.7324
H 2.8771 0.7150 0.4458
H 1.7238 0.7891 1.7456
H 0.2412 0.4448 -1.6027
H -1.2150 0.5270 1.1248
H -1.8566 1.2360 -0.4301
H -1.1686 -1.7750 0.0996
H -1.8096 -1.1319 -1.4778

The spin multiplicity is 1. The lowest unoccupied orbital energy comes out at 0.65 eV. As for the net charge: 0. For the HOMO energy, the calculation gives -0.277 hartree. The energy above the lowest of the compared OMol25 structures with the same formula, charge and spin comes out at 121.5 kcal per mole.

---

Record 3
# C31H50ClMoPS

A structure of composition C31H50ClMoPS (the ωB97M-V functional and the def2-TZVPD basis, the OMol25 dataset).

Positions of all 85 atoms, in Å:
Mo -0.3480 0.4937 2.4131
P 0.4267 -0.8191 -0.0909
Cl 2.0819 0.4110 2.6434
C -0.1819 2.4335 -1.4010
H 0.3799 2.5086 -2.3665
H 0.3317 2.0484 -0.4555
C 0.5030 -2.1815 1.2034
C 2.2051 -0.6032 -0.7215
C 0.5973 -3.6485 0.7118
H 1.4464 -1.9895 1.7480
C 0.7870 -4.5608 1.9332
H -0.3224 -3.9420 0.1923
H 1.4300 -3.8138 0.0078
C -0.3064 -4.3976 2.9957
H 0.7998 -5.6081 1.6207
H 1.7636 -4.3470 2.3847
C -0.5435 -2.9500 3.3685
H -1.2513 -4.8030 2.6224
H -0.0367 -4.9107 3.9220
C -0.7374 -2.0501 2.1403
H -1.4510 -2.7782 3.9604
H 0.2899 -2.5061 3.9274
H -1.6198 -2.3209 1.5311
H -1.0610 -1.0620 2.7496
C -0.4181 -1.5990 -1.6363
C 2.2551 0.0618 -2.1051
H 2.5743 0.1141 0.0311
C 3.6838 0.5095 -2.4511
H 1.9101 -0.6286 -2.8840
H 1.5753 0.9248 -2.1328
C 4.7081 -0.6255 -2.3338
H 3.7062 0.9145 -3.4729
H 3.9697 1.3290 -1.7824
C 4.5888 -1.4118 -1.0204
H 4.5954 -1.3122 -3.1802
H 5.7230 -0.2043 -2.4106
C 3.1468 -1.8165 -0.6664
H 5.2226 -2.3051 -1.0725
H 4.9834 -0.7966 -0.2008
H 2.8215 -2.6006 -1.3641
H 3.1482 -2.2667 0.3380
C -1.8427 -2.0849 -1.3459
H -0.4705 -0.7116 -2.2858
C -2.6085 -2.4262 -2.6403
H -1.8053 -2.9763 -0.7075
H -2.4229 -1.3255 -0.8004
C -1.8717 -3.4325 -3.5329
H -3.5965 -2.8256 -2.3711
H -2.7864 -1.5055 -3.2086
C -0.3977 -3.0575 -3.7356
H -1.9372 -4.4326 -3.0820
H -2.3761 -3.4962 -4.5067
C 0.3260 -2.6953 -2.4245
H 0.1226 -3.8919 -4.2263
H -0.3390 -2.2073 -4.4276
H 0.4054 -3.6014 -1.8142
H 1.3551 -2.3994 -2.6709
C -1.7088 0.9892 0.9209
C -1.4498 2.0290 -1.4582
H -1.9396 0.1054 0.3054
C -2.4289 3.0936 -1.2349
H -2.0414 0.9730 -1.5764
C -2.8377 3.7831 0.0712
H -1.9081 3.8771 -1.8014
H -3.3652 2.8404 -1.7527
C -3.7621 2.8572 0.9339
H -2.0214 4.1146 0.7376
H -3.3984 4.7520 -0.1146
C -3.0758 1.4742 1.3383
H -4.1307 3.4093 1.8538
H -4.6546 2.6860 0.3270
H -3.0651 1.5023 2.4325
H -3.8841 0.7496 1.0511
S -0.6188 2.6265 3.2390
C -0.2050 4.2857 2.8740
C -0.7165 5.3113 3.7040
C -0.2705 6.6152 3.5985
C 0.6806 6.9573 2.6228
C 1.1322 5.9691 1.7451
C 0.6867 4.6609 1.8468
H -1.4681 5.0419 4.4671
H -0.6358 7.3797 4.2773
H 1.0678 7.9801 2.5516
H 1.8616 6.2294 0.9764
H 1.0258 3.8868 1.1481

The spin multiplicity is 3. The lowest unoccupied orbital energy (spin up / spin down) comes out at -1.98 / -1.79 eV. As for the net charge: 0. For the HOMO energy (spin up / spin down), the calculation gives -0.206 / -0.196 hartree. The expectation value of S² is 2.38.

---

Record 4
# C6H14B2BaF2O10PPd2

A structure of composition C6H14B2BaF2O10PPd2 (the ωB97M-V functional and the def2-TZVPD basis, the OMol25 dataset).

Positions of all 38 atoms, in Å:
Pd -2.3356 -0.8656 0.6341
Pd 0.4771 -0.9973 2.7156
Ba -0.9033 0.6796 -2.7174
B -1.6136 -1.2339 3.4040
H -1.4166 -0.5463 2.4934
H -1.1961 -2.3076 3.2381
H -1.0731 -0.6927 4.2798
H -2.7602 -1.2182 3.5248
B -3.2825 -1.0195 -1.5510
H -3.7579 -1.1368 -0.5168
H -3.0255 0.0732 -1.7086
H -2.2272 -1.4500 -1.5442
H -3.8531 -1.4636 -2.4444
P 0.2661 -0.2210 0.0652
O -0.3322 -1.4791 0.7674
O -1.0357 0.6365 -0.0974
O 0.8294 -0.5163 -1.3226
O 1.1710 0.2230 1.2577
C 3.1150 -2.4076 -2.0912
C 1.8509 -3.0684 -2.5535
O 2.2545 -4.1272 -3.3492
C 3.6272 -4.1776 -3.4144
O 4.2604 -5.0501 -3.8774
O 4.1438 -3.1764 -2.6522
F 1.1373 -2.1464 -3.3484
H 3.1233 -2.4065 -0.9936
H 3.2601 -1.3541 -2.3221
H 1.1962 -3.3335 -1.7258
C -0.9759 4.0681 1.0887
C -0.5416 4.6595 2.4451
O 0.8638 4.5581 2.2679
C 1.1673 4.7913 1.0096
O 2.2220 5.1474 0.5866
O 0.0398 4.6037 0.2422
F -0.9208 3.9126 3.5002
H -2.0173 4.3555 0.9424
H -0.9405 2.9796 1.1580
H -0.7967 5.7080 2.6096

The spin multiplicity is 5. The lowest unoccupied orbital energy (spin up / spin down) comes out at -4.13 / -6.79 eV. As for the net charge: +1. For the HOMO energy (spin up / spin down), the calculation gives -0.504 / -0.504 hartree. The expectation value of S² is 6.01.

---

Record 5
# C3H6NOP

The molecule C3H6NOP (the ωB97M-V functional and the def2-TZVPD basis, the OMol25 dataset).

Positions of all 12 atoms, in Å:
C -1.4511 -0.6649 -0.2082
C -1.2396 0.8756 -0.0126
C 0.8767 0.2153 0.3243
N -0.5518 -1.4833 -0.1234
O 0.1162 1.1758 -0.1367
P 2.5956 -0.1286 -0.1934
H -2.5914 -0.7856 -0.3200
H -1.7492 1.4440 -0.6543
H -1.7435 1.1176 1.0624
H 0.7819 -0.1479 1.3850
H 2.3892 -0.1667 -1.5285
H 2.5669 -1.4511 0.4055

The spin multiplicity is 1. The lowest unoccupied orbital energy (spin up / spin down) comes out at 0.31 / 0.31 eV. As for the net charge: 0. For the HOMO energy (spin up / spin down), the calculation gives -0.295 / -0.295 hartree. The energy above the lowest of the compared OMol25 structures with the same formula, charge and spin comes out at 96.3 kcal per mole.

---

Record 6
# C3H6O2

The molecule C3H6O2 (the ωB97M-V functional and the def2-TZVPD basis, the OMol25 dataset).

Positions of all 11 atoms, in Å:
C -0.7770 0.1636 1.0102
C -0.3459 -1.1829 0.1099
C 0.8709 0.5740 -0.3823
H -1.9782 0.1004 1.1082
H -0.1901 0.1981 2.0930
H -1.2708 -1.6464 -0.4092
H 0.2658 -2.1247 0.6945
H 1.3541 1.2063 -1.1806
H 1.6478 0.3504 0.5256
O 0.5569 -0.6600 -0.9249
O -0.3464 1.2334 0.0175

The spin multiplicity is 1. The lowest unoccupied orbital energy comes out at 1.01 eV. As for the net charge: 0. For the HOMO energy, the calculation gives -0.373 hartree. The energy above the lowest of the compared OMol25 structures with the same formula, charge and spin comes out at 74.4 kcal per mole.

---

Record 7
# C10H22O6

The molecule C10H22O6 (the ωB97M-V functional and the def2-TZVPD basis, the OMol25 dataset).

Positions of all 38 atoms, in Å:
C 0.7304 2.4040 -1.2827
C 1.9137 2.2530 -0.3651
C 2.7062 -0.0603 -0.0914
C 2.7186 -0.9721 1.0910
C 1.1934 -2.4770 0.1711
C 0.0245 -2.0029 -0.7987
C -2.3544 -1.6427 -1.0144
C -2.6083 -0.1340 -0.8902
C -2.5902 0.0960 1.5350
C -1.2110 0.6234 1.6111
H -0.5659 2.5756 0.1992
H 0.6940 3.4012 -1.8272
H 0.9994 1.6254 -1.9903
H 1.8745 2.8762 0.4857
H 2.7932 2.3001 -1.0303
H 2.5618 -0.5471 -1.1450
H 3.7092 0.4170 -0.2104
H 2.8810 -0.2933 1.9287
H 3.6031 -1.6437 1.0520
H 0.7064 -3.4236 0.5548
H 2.1488 -2.6784 -0.4764
H 0.2026 -0.9374 -1.1134
H -0.0658 -2.6620 -1.6732
H -3.3173 -2.2143 -0.8157
H -2.0415 -1.8334 -2.0022
H -3.0542 0.0778 -1.8932
H -1.5927 0.3973 -1.0195
H -2.7215 -1.0058 1.6293
H -3.1628 0.5628 2.3762
H -0.5776 0.3734 0.6887
H -0.7313 0.1041 2.3963
H -1.9798 2.3443 1.4643
O -0.6193 2.2771 -0.8063
O 1.7743 0.9374 0.2304
O 1.4837 -1.6157 1.2079
O -1.2157 -1.9701 -0.1948
O -3.1715 0.4197 0.2752
O -1.1379 2.0479 1.7435

The spin multiplicity is 1. The lowest unoccupied orbital energy comes out at 0.90 eV. As for the net charge: 0. For the HOMO energy, the calculation gives -0.334 hartree. The energy above the lowest of the compared OMol25 structures with the same formula, charge and spin comes out at 20.7 kcal per mole.

---

Record 8
# C6H13NO

A cluster of 2 separate species, C6H13NO in total (the ωB97M-V functional and the def2-TZVPD basis, the OMol25 dataset).

Positions of all 21 atoms, in Å:
O 0.5199 1.2617 -3.4616
C -0.0274 1.1977 -2.3440
C -1.0791 0.2613 -1.9804
N -1.3930 -0.1928 -0.7697
C -0.4325 -1.0773 -0.0514
C 0.0854 -0.4831 1.2894
C 1.4388 -1.0466 1.7086
C -0.0439 1.0484 1.3265
H 0.0329 2.0821 -1.6665
H -1.8303 0.4338 -2.7557
H 1.1054 0.5941 -1.4684
H -2.3623 -0.4927 -0.6999
H 0.3882 -1.2219 -0.7467
H -0.9250 -2.0377 0.1041
H -0.6362 -0.8377 2.0345
H 2.0852 -1.1356 0.8323
H 1.9195 -0.5107 2.5223
H 1.2646 -2.0803 2.0187
H -1.0744 1.3784 1.4258
H 0.4469 1.4976 0.4689
H 0.5172 1.3615 2.2130

The spin multiplicity is 1. The lowest unoccupied orbital energy comes out at -0.82 eV. As for the net charge: 0. For the HOMO energy, the calculation gives -0.270 hartree. The energy above the lowest of the compared OMol25 structures with the same formula, charge and spin comes out at 132.2 kcal per mole.

---

| no. | largest force on an atom (eV/Å) |
| --- | --- |
| 1 | 0.842 |
| 2 | 0.605 |
| 3 | 7.537 |
| 4 | 2.710 |
| 5 | 5.056 |
| 6 | 3.987 |
| 7 | 3.383 |
| 8 | 4.706 |